Record 1
DFT (ωB97M-V/def2-TZVPD) results for a molecular structure, C5H8O at a distorted geometry.

Relative energy (zero: lowest compared OMol25 entry of this formula, charge and spin) in kcal/mol: 90.1
Energy in Ha: -270.4143
Max |F| in eV/A: 1.7
E_LUMO in eV: 0.6

XYZ file:
```
14
Properties=species:S:1:pos:R:3:mulliken_charge:R:1
C 1.64896 -0.72949 0.11993 -1.2429
H 0.78228 1.22995 -0.14882 0.3448
H -0.76177 -1.14541 -1.32177 0.2514
H -0.60698 0.51843 -1.92838 0.2673
O -0.93780 1.25343 2.17321 -0.5930
H -2.65315 0.91273 -0.32465 0.3718
H -0.37931 -0.39535 1.00132 0.1234
C -1.04235 0.66829 1.12400 0.3168
H 2.26329 -0.70964 -0.78655 0.3506
C 0.47495 0.17591 -0.08279 -0.0354
H 2.26821 -0.39320 0.95801 0.3475
H 1.32057 -1.75333 0.30655 0.3470
C -0.67402 -0.09450 -1.01955 -0.4158
C -1.70289 0.46219 -0.07051 -0.4336
```



Record 2
DFT (ωB97M-V/def2-TZVPD) results for a molecular structure, C29H38N4O4PZr.

Relative energy (zero: lowest compared OMol25 entry of this formula, charge and spin) in kcal/mol: 5.1
Charge: +3
Energy in Ha: -2035.4573
Max |F| in eV/A: 0.5
E_LUMO in eV: -9.6

XYZ file:
```
77
Properties=species:S:1:pos:R:3:mulliken_charge:R:1
H -2.15829 1.87113 5.08804 0.4615
C -3.59544 -0.86193 -3.07614 -0.6656
C -0.43954 -1.43535 2.51298 0.8228
C -0.67386 -2.29611 3.57592 -0.7838
H -3.47557 1.72672 2.97976 0.2855
C -2.48548 2.85577 -1.59790 -0.7701
C -1.13806 -2.98831 0.62083 -1.5162
H -2.30386 2.84340 -2.66808 0.2944
O -3.93134 0.04387 -1.98760 -0.4015
C -2.63790 2.41556 3.08900 -0.6360
C 2.74862 -4.65168 -3.71752 -1.5690
C -1.13029 -1.81082 4.78611 -1.3062
H -3.30318 -1.83437 -2.68389 0.3287
C 3.36257 0.86266 0.73085 -0.7806
H 2.47722 -1.10082 0.64751 0.7594
H 1.31078 3.27705 -2.43034 0.6462
C 2.85344 -0.25736 0.08087 0.3766
H -4.49683 -0.96135 -3.67063 0.2953
N 2.43048 -1.49195 -1.97927 1.3659
C 0.21670 2.02992 1.79000 -0.1087
C 2.29217 -3.38562 -3.08673 0.6163
C 0.63723 2.84569 0.72211 0.1601
H -1.29878 -2.48189 5.61685 0.4224
H 1.16366 4.78897 1.61316 0.6361
C 1.17657 3.39103 -1.36549 -0.6904
H 3.53350 -4.46337 -4.45134 0.3753
C 1.14039 -1.64619 -2.34783 0.5507
H 3.14739 -5.33998 -2.97025 0.3743
C -0.04433 -2.09532 1.21023 1.8631
H 4.60341 2.53553 -1.94319 0.4904
C -1.64893 1.87644 4.12567 -1.2065
H -1.81839 -0.09062 5.84282 0.4527
C 3.98534 1.86531 0.00118 -0.5279
C 1.42224 4.50010 -0.58003 -0.9613
H -3.03281 3.37610 3.41694 0.4559
H 3.67303 0.56007 -3.12154 0.6252
H -5.69905 -0.23373 0.97309 0.3288
H -5.92264 0.63860 -0.57551 0.3658
H -5.86040 1.54023 0.96077 0.2692
H 0.28685 -1.38208 0.42343 -2.0830
P -3.05669 0.21987 -0.69490 0.6391
N 0.70037 2.36173 -0.60649 0.4069
O -4.03725 0.85704 0.33221 -0.1922
H 5.10085 -2.35232 -3.17398 0.3321
H 0.86652 -2.68444 1.35079 0.6604
C 3.58528 0.65366 -2.04585 0.0299
H -0.81963 2.57154 4.27413 0.3765
C 4.57843 -2.68553 -2.27842 -0.9242
C -5.49026 0.67678 0.41906 -0.7923
O 0.27060 -0.69624 -2.02753 -0.7799
N 3.13278 -2.56233 -2.44718 -0.2275
C -0.62765 -0.05708 2.68997 0.2508
Zr -0.23281 0.51786 -0.52667 1.2570
C 1.08617 4.16015 0.73879 -0.8680
H 4.40422 2.72116 0.51373 0.5268
H 4.82093 -3.72684 -2.08397 0.3775
C -1.40577 -0.45991 4.91281 -1.0472
H -1.29874 -3.85070 1.26501 0.4690
H 1.80266 5.44787 -0.92515 0.5569
O -2.06673 1.55738 -1.04114 -0.0831
H 0.11676 -3.24705 -3.46994 0.5301
H -0.49919 -3.35775 3.45141 0.5176
H 0.27275 2.44921 2.78675 0.4643
H -2.08579 -2.45560 0.54812 0.2805
C 4.09930 1.76016 -1.38151 -0.8219
H 1.91704 -5.13699 -4.22037 0.3897
H -2.80039 -0.43217 -3.68251 0.2844
H -0.85665 -3.35927 -0.36604 0.4286
C -1.18219 0.44771 3.88300 0.7757
H 3.31475 0.92464 1.81065 0.5491
H -1.90040 3.62398 -1.10175 0.2670
H -2.20202 2.56547 2.09832 -0.0775
N -0.21001 0.79210 1.60446 0.6704
H -3.54309 2.98874 -1.38850 0.2723
C 1.01012 -2.83415 -3.03539 -1.2052
C 2.97277 -0.34676 -1.30763 -1.3088
H 4.89629 -2.08726 -1.42915 0.3993
```



Record 3
DFT (ωB97M-V/def2-TZVPD) results for a single C6H7ClS molecule at a distorted geometry.

Relative energy (zero: lowest compared OMol25 entry of this formula, charge and spin) in kcal/mol: 36.3
SMILES string: SCC1=CC=C[C@@H]1Cl
Energy in Ha: -1091.1209
Max |F| in eV/A: 4.0
E_LUMO in eV: 0.2

XYZ file:
```
15
Properties=species:S:1:pos:R:3:mulliken_charge:R:1
C 0.46886 -0.90493 -0.02986 0.2758
C -0.36450 0.15476 -0.55481 0.2550
C -0.74014 -0.17434 -1.78425 -0.4186
H -1.32942 0.41126 -2.38790 0.5046
C 0.40028 -1.94920 -1.11559 -0.4059
H 0.87206 -2.99651 -0.96295 0.2922
H -1.46177 1.89912 -0.59500 0.2703
C -0.25593 -1.45436 -2.18460 -0.5160
H 0.91961 2.22800 1.93261 0.1479
C -0.65608 1.45250 0.14308 -0.9551
H -1.28301 1.26646 1.03160 0.3585
H 0.06926 -1.88379 -3.23775 0.2519
Cl -0.10030 -1.61885 1.56234 -0.2118
H 1.39116 -0.39459 0.14151 0.3526
S 0.58826 2.76525 0.66715 -0.2014
```



Record 4
DFT (ωB97M-V/def2-TZVPD) results for 2 unconnected molecules or ions with the total composition C2H7N3 at a distorted geometry.

Relative energy (zero: lowest compared OMol25 entry of this formula, charge and spin) in kcal/mol: 39.5
SMILES string: [H]/N=C\N.C=N
Energy in Ha: -244.6124
Max |F| in eV/A: 1.5
E_LUMO in eV: 0.8

XYZ file:
```
12
Properties=species:S:1:pos:R:3:mulliken_charge:R:1
N -2.96768 -1.39794 -0.93869 -0.4895
H 3.40993 1.37702 1.11497 0.1887
C 1.72970 0.45392 0.56287 0.1601
N 2.41685 1.44548 1.21006 -0.4150
H 2.02747 2.09489 1.87617 0.2007
H 3.16609 -0.74672 0.30655 0.1903
N 2.22261 -0.56255 -0.01816 -0.5946
C -3.56168 -0.28445 -1.02866 -0.2477
H -1.96423 -1.36026 -0.77895 0.2664
H 0.64063 0.53887 0.58599 0.2691
H -3.24881 0.65732 -0.57954 0.2268
H -4.54519 -0.35061 -1.48839 0.2446
```



Record 5
DFT (ωB97M-V/def2-TZVPD) results for a molecular structure, C18H45N3O10SSn at a distorted geometry.

Relative energy (zero: lowest compared OMol25 entry of this formula, charge and spin) in kcal/mol: 21.4
Energy in Ha: -2241.4438
Max |F| in eV/A: 3.3
E_LUMO in eV: -4.4

XYZ file:
```
78
Properties=species:S:1:pos:R:3:mulliken_charge:R:1
H -0.67360 2.86085 -4.56923 0.2952
H -1.42111 -2.39239 2.10684 0.2686
H -3.89757 -0.35690 2.72591 0.2794
C 0.57175 -2.28807 -2.49444 -0.6824
C 0.90027 4.82585 -3.68284 -0.8061
O 1.13524 -0.99771 -2.33947 -0.2001
O 1.34997 -5.31431 1.83729 -0.2147
H 3.20052 -3.51641 5.85031 0.3340
H 3.00959 -1.67476 -2.53413 0.3474
H 1.21665 4.47284 -4.66436 0.3131
O -2.67154 3.04996 -6.13671 -0.3454
H 1.46525 -5.48522 3.90491 0.2999
H 1.59977 -7.17325 1.17280 0.3492
H 3.24587 4.47267 -1.45871 0.1992
H 1.32421 -2.15720 6.84022 0.4125
H 3.33565 -2.39478 3.58459 0.2143
H -1.15148 -3.41125 -2.13197 0.3492
C 1.84365 -1.94609 5.90548 -0.8471
C -0.60658 4.61591 -3.54714 -0.5468
H -2.40594 -3.39938 -0.08459 0.3615
H 2.79768 5.98696 -2.30636 0.3468
C -0.84340 -2.38325 -1.94116 -0.6982
C 3.18443 -4.34958 3.25814 -0.8713
O 0.86927 -1.23833 5.11660 -0.1751
O -0.67873 8.20099 2.36603 -0.5664
H -0.97497 5.07535 -4.46438 0.3115
H -2.34020 1.28937 -7.28800 0.2733
N -0.83469 -2.19364 -0.50407 -0.2192
O -0.50124 7.31572 4.49573 -0.5567
S -0.35579 6.96659 3.07817 1.3013
H -2.87157 3.42687 -2.60414 0.4437
H -2.91491 -1.76081 -0.58760 0.3481
C 2.11946 -5.43212 3.03468 -0.4471
C 2.34142 -3.20579 5.25570 -0.5519
C 2.36019 -0.86312 -2.86214 -0.8050
C -2.18828 -2.33384 -0.01162 -0.5149
H -3.16757 -2.48607 1.93519 0.4282
N -0.94337 3.15299 -3.64080 -0.2322
H -1.46662 -1.69995 -2.51804 0.4393
H 1.59273 -3.98968 5.37003 0.3053
Sn 1.10197 1.68729 1.38094 0.7543
H 1.16999 -3.04173 -1.98238 0.3728
H 0.55269 -2.57802 -3.54499 0.3933
C -2.43083 3.04632 -3.52557 -0.7345
H -0.39231 0.35419 5.19804 0.2259
C -2.26327 -2.06185 1.49889 -0.6142
H 0.13705 -6.94497 2.14812 0.3354
O -1.23453 5.85524 2.68609 -0.4657
N 2.65033 -3.09488 3.83013 -0.1572
H -3.88957 1.37584 -6.49249 0.3148
C 0.41039 -0.09747 5.78094 -0.8149
H 3.95696 -4.73517 3.92346 0.3788
H 0.00727 -0.41713 6.74188 0.3394
H -3.17679 4.56640 -4.95951 0.3185
C -3.19512 3.47976 -4.87600 -0.5464
O 1.67982 4.34382 -2.56109 -0.2255
H -2.52372 1.05416 -5.53481 0.2113
H -4.11155 -0.64301 0.94706 0.3345
H -3.48271 0.90468 1.58721 0.2396
H 0.24473 -6.41615 0.43292 0.2286
H -0.99839 5.21675 -2.72642 0.4798
H 3.62906 -4.07280 2.30222 0.4234
H 3.64975 4.76503 -3.24640 0.2786
H 2.35650 -0.73057 -3.94404 0.2976
C -2.84009 1.65176 -6.38974 -0.6430
O -2.23155 -0.68270 1.61460 -0.3131
C 2.96239 4.91485 -2.41381 -0.7458
H 2.73639 -6.32845 3.09864 0.3754
H 1.02929 5.90808 -3.69784 0.3899
C 0.77166 -6.49660 1.38369 -0.8319
H -0.26225 -2.93353 -0.12331 0.1572
H 2.71920 -1.33324 6.11976 0.3770
O 1.05965 6.62681 2.83255 -0.4813
H -4.21810 3.11185 -4.79674 0.4253
C -3.50669 -0.17637 1.72455 -0.7779
H 1.18527 0.63250 6.01507 0.3159
H -2.67240 1.99035 -3.40450 0.2320
H 2.86512 0.02991 -2.49381 0.2118
```



Question: Among the records above, which one has the highest energy?
Answer: C2H7N3